Record 1
Formula: C41H40N4O4PSc
Source: the OMol25 dataset
Level of theory: the ωB97M-V functional and the def2-TZVPD basis

Structure (XYZ):
```
91
Properties=species:S:1:pos:R:3:forces:R:3
Sc -0.8428 -0.7135 0.0887 0.1 0.3 0.3
O -2.6354 -0.0870 -3.8748 0.0 0.0 -0.1
C -2.0352 -0.4936 -2.7901 0.0 0.0 -0.1
O -1.9454 0.1626 -1.7633 0.0 -0.1 0.2
C -1.4756 -1.8779 -2.8613 0.1 -0.1 0.1
C -1.5589 -2.7426 -3.9414 0.0 0.0 0.0
C -1.0330 -4.0174 -3.7830 0.0 0.0 0.0
C -0.4537 -4.3880 -2.5728 0.0 0.1 0.0
C -0.4093 -3.4459 -1.5591 0.0 0.1 -0.1
N -0.9072 -2.2242 -1.7159 -0.1 0.0 0.0
C 0.1688 -3.5890 -0.1777 0.1 0.0 -0.2
O 0.7134 -4.6985 0.2265 0.0 -0.1 0.0
O 0.1363 -2.6197 0.5647 0.0 -0.1 0.1
H -2.9850 0.8134 -3.7579 0.0 0.0 0.0
H -2.0215 -2.4298 -4.8668 0.0 0.0 0.0
H -1.0779 -4.7273 -4.5977 0.0 0.0 0.0
H -0.0544 -5.3873 -2.4577 0.0 0.0 0.0
H 0.6913 -5.4112 -0.4279 0.0 0.0 0.0
C -3.6763 -2.4066 -0.1419 0.0 0.0 0.0
N -2.9973 -1.3766 0.6589 0.0 0.1 0.0
C -3.8059 -0.1247 0.6090 0.0 0.1 0.1
C -2.8626 -1.7470 2.0746 0.0 -0.1 0.1
C -3.7594 -2.5844 2.7173 0.0 0.1 0.1
C -3.6601 -2.7811 4.0879 0.0 0.0 -0.1
C -2.6830 -2.1081 4.8041 0.0 0.0 0.0
C -1.7770 -1.2798 4.1632 0.0 -0.1 0.0
C -1.8293 -1.1153 2.7781 -0.2 0.1 0.1
N -0.9326 -0.3319 2.0449 0.0 -0.2 -0.3
C 0.3220 -0.0223 2.6590 0.0 0.0 -0.1
C 1.1143 -1.0674 3.1418 0.0 0.1 0.0
C 2.3408 -0.8254 3.7304 0.0 0.0 0.0
C 2.7979 0.4816 3.8149 0.0 0.0 0.0
C 2.0293 1.5265 3.3332 0.0 0.1 0.0
C 0.7734 1.3082 2.7613 0.0 -0.1 0.0
N -0.0197 2.3633 2.2648 -0.1 0.0 0.0
C 0.6406 3.6527 2.1436 0.0 0.1 0.0
C -1.3168 2.5223 2.9271 0.0 0.0 0.0
H -4.7234 -2.5150 0.1462 0.0 0.0 0.0
H -3.6618 -2.1202 -1.1932 0.0 0.0 0.0
H -3.1806 -3.3684 -0.0126 0.0 0.0 0.0
H -4.7421 -0.2660 1.1518 0.0 0.0 0.0
H -3.2507 0.6826 1.0910 0.0 0.0 0.0
H -4.0171 0.1429 -0.4240 0.0 0.0 0.0
H -4.5507 -3.0755 2.1684 0.0 0.0 0.0
H -4.3545 -3.4397 4.5897 0.0 0.0 0.0
H -2.6196 -2.2306 5.8771 0.0 0.0 0.0
H -1.0069 -0.7783 4.7324 0.0 0.0 0.0
H 0.7369 -2.0790 3.0705 0.0 0.0 0.0
H 2.9301 -1.6462 4.1174 0.0 0.0 0.0
H 3.7564 0.6988 4.2678 0.0 0.0 0.0
H 2.4049 2.5356 3.4309 0.0 0.0 0.0
H 1.5613 3.5585 1.5677 0.0 0.0 0.0
H -0.0263 4.3327 1.6131 0.0 0.0 0.0
H 0.8748 4.1057 3.1157 0.0 0.0 0.0
H -1.2176 3.0749 3.8694 0.0 0.0 0.0
H -1.9914 3.0883 2.2792 0.0 0.0 0.0
H -1.7665 1.5585 3.1400 0.0 0.0 0.0
C 1.9640 -0.8246 -5.2135 -0.1 0.0 -0.1
C 0.8810 0.0196 -4.9969 0.0 0.0 0.0
C 0.6676 0.5625 -3.7394 0.0 0.1 0.0
C 1.5308 0.2663 -2.6796 0.0 0.0 -0.1
C 2.6287 -0.5577 -2.9131 -0.1 -0.1 0.0
C 2.8397 -1.1002 -4.1751 0.0 0.0 0.0
P 1.1375 0.9011 -1.0168 -0.3 -0.1 0.2
C 2.7086 0.9500 -0.1356 0.1 0.2 -0.1
C 3.1733 -0.2319 0.4340 0.0 0.0 0.0
C 4.4253 -0.2745 1.0263 0.0 0.0 0.0
C 5.2076 0.8696 1.0746 0.0 0.0 0.0
C 4.7367 2.0590 0.5370 0.0 0.0 0.0
C 3.4939 2.1009 -0.0751 0.0 -0.1 0.0
C 0.5289 2.5726 -1.3396 0.0 0.0 -0.1
C -0.6626 2.9979 -0.7574 0.0 0.1 0.0
C -1.1746 4.2555 -1.0448 0.0 0.0 0.0
C -0.4962 5.0956 -1.9166 -0.1 0.0 0.0
C 0.6863 4.6760 -2.5122 0.0 0.0 0.0
C 1.1910 3.4165 -2.2356 0.0 0.0 0.0
H 2.1414 -1.2391 -6.1971 0.0 0.0 0.0
H 0.2229 0.2811 -5.8161 0.0 0.0 0.0
H -0.1305 1.2862 -3.5957 0.0 -0.1 0.0
H 3.3299 -0.7698 -2.1162 0.0 0.0 0.0
H 3.7067 -1.7246 -4.3475 0.0 0.0 0.0
H 2.5593 -1.1262 0.4310 0.0 0.0 0.0
H 4.7802 -1.1954 1.4692 0.0 0.0 0.0
H 6.1829 0.8380 1.5422 0.0 0.0 0.0
H 5.3420 2.9544 0.5862 0.0 0.0 0.0
H 3.1367 3.0323 -0.4907 0.0 0.0 0.0
H -1.1812 2.3716 -0.0400 0.0 0.0 0.0
H -2.0974 4.5815 -0.5827 0.0 0.0 0.0
H -0.8910 6.0785 -2.1372 0.0 0.0 0.0
H 1.2091 5.3289 -3.1982 0.0 0.0 0.0
H 2.0941 3.0815 -2.7309 0.0 0.0 0.0
```
Forces are in eV/Å.

Results
E_LUMO   -6.99 eV
2S+1   1
ΔE to the lowest compared entry with this formula, charge and spin   0.5056 eV
Charge   +2

Record 2
Formula: C41H41AsN2O5S3Zr
Source: the OMol25 dataset
Level of theory: the ωB97M-V functional and the def2-TZVPD basis

Structure (XYZ):
```
94
Properties=species:S:1:pos:R:3:forces:R:3
Zr 0.0583 0.3619 0.3778 0.3 -0.2 -0.7
N -1.6708 -2.2398 0.0017 -0.1 -0.1 0.1
C -2.5670 -1.8960 1.1230 0.0 0.0 0.1
C -1.9087 -0.7560 1.8693 -0.1 0.0 0.2
O -0.5626 -0.8796 1.8344 -0.4 -0.2 0.4
N -2.5421 0.2185 2.3786 -0.1 0.0 -0.1
C -1.7934 1.3329 3.0028 0.0 0.0 0.1
C -0.7554 1.8254 2.0068 -0.1 0.1 0.3
O -1.1534 2.1235 0.8448 -0.2 0.0 0.1
O 0.4956 1.5511 2.1014 0.0 0.2 0.3
H -0.8730 -2.7543 0.3600 0.0 0.0 -0.1
H -2.1374 -2.8593 -0.6515 -0.1 0.0 0.0
H -3.5361 -1.5732 0.7467 0.0 0.0 0.0
H -2.7333 -2.7285 1.8147 0.0 0.0 0.0
H -2.5094 2.1258 3.2089 0.0 0.0 0.0
H -1.3159 1.0260 3.9338 0.0 0.0 0.0
C -6.1422 4.8262 -2.7981 0.0 0.0 0.0
C -5.2419 3.6607 -2.5232 0.0 0.0 0.0
C -5.6837 2.5695 -1.7840 0.0 0.0 0.0
C -4.8480 1.4896 -1.5434 0.0 0.0 0.0
C -3.5573 1.5040 -2.0593 0.0 0.0 -0.2
C -3.0803 2.5998 -2.7775 0.1 0.1 0.2
C -3.9252 3.6646 -3.0006 0.0 0.0 0.0
S -2.6462 0.0415 -1.7593 -0.1 0.0 0.0
O -1.2782 0.4913 -1.2014 0.0 0.0 0.0
C -2.2367 -0.7298 -3.3147 0.0 -0.1 0.0
C -2.9704 -1.9307 -3.4690 0.0 0.0 0.0
C -2.7282 -2.7566 -4.5237 0.0 0.0 0.0
C -1.7067 -2.4480 -5.4499 0.0 0.0 0.0
C -1.4040 -3.3242 -6.5209 0.0 0.0 0.0
C -0.4184 -3.0175 -7.4107 0.0 0.0 0.0
C 0.3098 -1.8155 -7.2726 0.0 0.0 0.0
C 0.0372 -0.9482 -6.2556 0.0 0.0 0.0
C -0.9795 -1.2408 -5.3059 0.1 0.0 0.0
C -1.2747 -0.3507 -4.2255 0.0 0.0 -0.1
C -0.6052 0.9844 -4.2640 0.0 0.1 0.0
C -1.1226 1.9566 -5.1806 0.1 -0.1 -0.1
C -2.2786 1.7113 -5.9623 0.0 0.0 0.0
C -2.7554 2.6666 -6.8136 0.0 0.0 0.0
C -2.1082 3.9142 -6.9273 0.0 0.0 0.0
C -0.9980 4.1820 -6.1795 0.0 0.0 0.0
C -0.4801 3.2137 -5.2888 0.0 0.0 0.0
C 0.6684 3.4917 -4.5016 0.0 0.0 0.0
C 1.1631 2.5639 -3.6411 0.0 0.0 -0.1
C 0.5152 1.3110 -3.5449 0.0 0.0 0.0
S 1.1604 0.1393 -2.3904 0.2 0.2 -0.4
O 1.3260 1.0281 -1.1055 0.5 -0.1 -0.6
C 2.8111 -0.1545 -2.9360 0.0 0.1 0.1
C 3.8935 0.4848 -2.3575 0.0 0.1 0.0
C 5.1634 0.1731 -2.8182 0.0 0.0 0.0
C 5.3568 -0.7623 -3.8316 0.0 0.0 0.0
C 6.7323 -1.0894 -4.3301 0.0 0.0 0.0
C 4.2407 -1.3950 -4.3832 0.0 0.0 0.0
C 2.9654 -1.1066 -3.9376 0.0 0.0 0.0
H -7.1697 4.6142 -2.5116 0.0 0.0 0.0
H -6.1244 5.0869 -3.8562 0.0 0.0 0.0
H -5.8081 5.7033 -2.2418 0.0 0.0 0.0
H -6.6896 2.5641 -1.3859 0.0 0.0 0.0
H -5.1978 0.6461 -0.9619 0.0 0.0 0.0
H -2.0552 2.6318 -3.1236 -0.2 0.0 0.1
H -3.5641 4.5218 -3.5549 0.0 0.0 0.0
H -3.7351 -2.1806 -2.7438 0.0 0.0 0.0
H -3.3050 -3.6628 -4.6536 0.0 0.0 0.0
H -1.9723 -4.2398 -6.6193 0.0 0.0 0.0
H -0.1924 -3.6898 -8.2266 0.0 0.0 0.0
H 1.0875 -1.5788 -7.9860 0.0 0.0 0.0
H 0.6005 -0.0286 -6.1749 0.0 0.0 0.0
H -2.7890 0.7613 -5.8836 0.0 0.0 0.0
H -3.6357 2.4662 -7.4086 0.0 0.0 0.0
H -2.4956 4.6577 -7.6101 0.0 0.0 0.0
H -0.4971 5.1381 -6.2579 0.0 0.0 0.0
H 1.1456 4.4585 -4.5964 0.0 0.0 0.0
H 2.0329 2.7706 -3.0327 0.0 0.0 0.0
H 3.7501 1.1993 -1.5582 0.0 0.0 0.0
H 6.0211 0.6643 -2.3776 0.0 0.0 0.0
H 7.5002 -0.6523 -3.6959 0.0 0.0 0.0
H 6.8717 -0.7061 -5.3419 0.0 0.0 0.0
H 6.8867 -2.1675 -4.3667 0.0 0.0 0.0
H 4.3776 -2.1323 -5.1639 0.0 0.0 0.0
H 2.1064 -1.6113 -4.3656 0.0 0.0 0.0
C 4.1208 -2.0642 2.8780 0.0 0.0 -0.1
As 2.2399 -1.8277 2.5705 0.2 -0.5 0.1
C 1.4267 -3.5267 2.9482 0.0 0.0 0.0
C 1.6906 -0.6426 3.9792 0.0 0.1 -0.1
S 2.0477 -1.3817 0.4719 0.1 0.3 0.3
H 4.2637 -2.4411 3.8907 0.0 0.0 0.0
H 4.6273 -1.1077 2.7637 0.0 0.0 0.0
H 4.5192 -2.7730 2.1550 0.0 0.0 0.0
H 0.3455 -3.4111 2.9922 0.0 0.0 0.0
H 1.7984 -3.8906 3.9058 0.0 0.0 0.0
H 1.6982 -4.2226 2.1562 0.0 0.0 0.0
H 2.0249 -1.1494 4.8857 0.0 0.1 0.0
H 0.6133 -0.5235 3.9785 0.0 0.0 0.0
H 2.1794 0.3234 3.8811 0.0 0.0 0.0
```
Forces are in eV/Å.

Results
E_LUMO   -5.01 eV
2S+1   1
ΔE to the lowest compared entry with this formula, charge and spin   0.4549 eV
Charge   +2

Record 3
Formula: C41H41I2O4RhSe
Source: the OMol25 dataset
Level of theory: the ωB97M-V functional and the def2-TZVPD basis

Structure (XYZ):
```
90
Properties=species:S:1:pos:R:3:forces:R:3
Rh -0.7959 -1.1467 -1.8067 -0.6 0.3 0.2
C 0.1020 -0.4887 4.7334 0.0 0.0 0.0
C 0.5540 0.0320 3.3823 0.0 0.1 0.1
C 1.5655 1.1609 3.4735 0.0 0.0 0.0
O 1.1295 -1.0107 2.6155 0.0 0.0 0.1
C 0.2845 -1.3480 1.5244 0.0 -0.1 -0.1
C -0.5844 -0.0892 1.3552 0.0 0.0 0.0
O -0.5952 0.4515 2.6708 0.0 0.0 0.0
C -2.0643 -0.2613 0.9048 0.1 -0.2 0.0
O -2.1497 -0.9487 -0.3097 0.0 0.0 0.0
C -2.8147 -1.0909 1.9527 0.0 0.1 0.1
C -3.3302 -0.5053 3.1056 0.0 0.0 0.0
C -3.9647 -1.2781 4.0653 0.0 0.0 0.0
C -4.0926 -2.6493 3.8860 0.0 0.0 0.0
C -3.5883 -3.2377 2.7372 0.0 0.0 0.0
C -2.9544 -2.4626 1.7758 0.0 0.0 0.0
C -2.7413 1.1041 0.7498 0.0 0.0 -0.1
C -3.9890 1.1208 0.1279 0.0 0.0 0.0
C -4.6877 2.3044 -0.0299 0.0 0.0 0.0
C -4.1531 3.4991 0.4401 0.0 0.0 0.0
C -2.9122 3.4938 1.0513 0.0 0.0 0.0
C -2.2055 2.3048 1.1999 0.0 0.0 0.0
C 1.2212 -1.7802 0.3612 -0.2 0.0 0.2
O 0.4420 -2.1941 -0.7197 0.3 -0.2 -0.2
C 2.0175 -3.0374 0.7307 0.0 0.0 0.0
C 1.8959 -3.7148 1.9350 0.0 0.0 0.0
C 2.5886 -4.9023 2.1474 0.0 0.0 0.0
C 3.4066 -5.4238 1.1613 0.0 0.0 0.0
C 3.5333 -4.7514 -0.0489 0.0 0.0 0.0
C 2.8440 -3.5714 -0.2591 0.0 0.0 0.0
C 2.1602 -0.6233 0.0090 0.1 0.1 0.0
C 1.7647 0.3908 -0.8590 -0.1 -0.1 0.1
C 2.5810 1.4708 -1.1506 0.0 0.1 0.0
C 3.8353 1.5531 -0.5648 0.0 0.0 0.0
C 4.2450 0.5612 0.3131 0.0 0.0 0.0
C 3.4156 -0.5131 0.6003 0.0 0.0 0.0
H 0.9581 -0.8246 5.3183 0.0 0.0 0.0
H -0.5887 -1.3192 4.5856 0.0 0.0 0.0
H -0.4140 0.2989 5.2829 0.0 0.0 0.0
H 2.4829 0.8035 3.9419 0.0 0.0 0.0
H 1.1664 1.9861 4.0632 0.0 0.0 0.0
H 1.8046 1.5126 2.4684 0.0 0.0 0.0
H -0.3551 -2.2011 1.7797 0.0 0.0 0.0
H -0.1043 0.6287 0.6819 0.0 0.0 -0.1
H -3.2334 0.5626 3.2511 0.0 0.0 0.0
H -4.3631 -0.8088 4.9562 0.0 0.0 0.0
H -4.5886 -3.2534 4.6352 0.0 0.0 0.0
H -3.6908 -4.3051 2.5851 0.0 0.0 0.0
H -2.5716 -2.9133 0.8695 0.0 0.0 0.0
H -4.4063 0.1872 -0.2285 0.0 0.0 0.0
H -5.6569 2.2958 -0.5125 0.0 0.0 0.0
H -4.7037 4.4245 0.3269 0.0 0.0 0.0
H -2.4822 4.4176 1.4187 0.0 0.0 0.0
H -1.2496 2.3216 1.7040 0.0 0.0 0.0
H 1.2787 -3.3173 2.7281 0.0 0.0 0.0
H 2.4833 -5.4177 3.0937 0.0 0.0 0.0
H 3.9472 -6.3462 1.3307 0.0 0.0 0.0
H 4.1701 -5.1506 -0.8283 0.0 0.0 0.0
H 2.9317 -3.0509 -1.2059 0.0 0.0 0.0
H 0.7561 0.3882 -1.2750 0.1 0.0 -0.1
H 2.2303 2.2454 -1.8218 0.0 0.0 0.0
H 4.4854 2.3908 -0.7832 0.0 0.0 0.0
H 5.2183 0.6243 0.7833 0.0 0.0 0.0
H 3.7454 -1.2761 1.2923 0.0 0.0 0.0
I 0.7583 -3.2502 -3.8896 0.1 -0.2 -0.2
C -0.4796 -4.4027 -2.6205 0.0 0.0 0.0
I -2.4366 -3.5789 -2.4880 0.1 0.0 0.1
H -0.0468 -4.3445 -1.6279 0.0 0.0 0.0
H -0.5495 -5.4128 -3.0019 0.0 0.0 0.0
C 2.4062 5.2208 -4.3721 0.0 0.0 0.0
C 1.4597 4.0907 -4.0874 0.0 0.0 0.0
C 1.7371 2.7974 -4.5055 0.0 0.0 0.0
C 0.8749 1.7380 -4.2455 -0.1 0.0 0.0
C 1.2724 0.3581 -4.6647 0.0 -0.1 0.0
C -0.3227 1.9980 -3.5641 -0.1 0.0 -0.1
Se -1.6487 0.6537 -3.2442 0.3 0.2 -0.1
C -0.6339 3.3040 -3.1408 0.0 -0.1 -0.1
C -1.9123 3.6172 -2.4259 -0.1 0.1 0.1
C 0.2748 4.3195 -3.3973 0.0 0.0 0.0
H 3.3366 4.8583 -4.8067 0.0 0.0 0.0
H 2.6463 5.7694 -3.4602 0.0 0.0 0.0
H 1.9614 5.9313 -5.0713 0.0 0.0 0.0
H 2.6617 2.5959 -5.0341 0.0 0.0 0.0
H 2.1968 0.3833 -5.2402 0.0 0.0 0.0
H 0.4998 -0.1305 -5.2602 0.0 0.0 0.0
H 1.4389 -0.2563 -3.7773 0.0 -0.1 0.0
H -2.0809 2.9491 -1.5820 0.0 0.0 0.0
H -2.7718 3.5086 -3.0916 0.0 0.0 0.0
H -1.8999 4.6394 -2.0506 0.0 0.0 0.0
H 0.0443 5.3217 -3.0531 0.0 0.0 0.0
```
Forces are in eV/Å.

Results
E_LUMO (spin up / spin down)   -0.29 / -2.52 eV
2S+1   5
ΔE to the lowest compared entry with this formula, charge and spin   0.4767 eV